No. 1
{"formula": "C28H29FNOZr", "method": "ωB97M-V/def2-TZVPD", "elements": ["H", "C", "H", "C", "C", "C", "H", "C", "H", "H", "H", "C", "C", "H", "C", "H", "H", "C", "H", "H", "H", "C", "H", "H", "C", "C", "O", "C", "H", "H", "H", "H", "H", "C", "H", "H", "H", "C", "C", "H", "H", "C", "C", "H", "H", "H", "N", "C", "C", "F", "C", "H", "C", "C", "Zr", "C", "H", "C", "C", "C", "C"], "xyz": [[-1.54590, -2.47073, -3.04406], [0.03969, -2.71104, 0.74728], [-2.94734, 3.36025, 4.06180], [-1.52479, 2.29195, 5.27829], [-0.78864, 0.94609, 2.99346], [2.45262, 2.25779, -2.91031], [4.65655, 0.02740, -4.24177], [1.26245, 1.55297, -3.12736], [-3.52619, -2.97741, -0.75842], [2.55572, -0.64178, 3.04758], [-3.57173, -1.80888, -2.10220], [-1.08970, -2.71232, -2.07440], [-1.78499, 1.90604, 2.92086], [1.01804, -2.95177, 2.75995], [2.04355, -0.11174, -0.23125], [-1.38923, 0.20101, -0.11322], [4.59477, 2.24513, -3.08980], [-1.94720, 0.59938, -2.02246], [-2.95767, -1.46037, 1.66761], [2.40143, 3.22930, -2.40916], [-0.15778, 3.13678, -2.85553], [-2.16980, 2.60087, 4.08451], [0.58332, -0.14308, 4.26773], [0.32831, -0.13369, -4.08894], [-3.23773, -1.96033, -1.06943], [2.27054, -0.26989, 2.06759], [-3.15134, 0.72993, -1.85024], [3.67141, 1.70623, -3.30295], [-1.30866, -1.98665, 3.74816], [-0.00138, -2.59546, -2.15419], [-3.75097, -1.23878, -0.42460], [2.16244, -0.33291, -1.29241], [0.07773, 2.12006, -1.42814], [-1.93181, -1.82607, 1.60629], [2.50693, -1.14275, -4.79208], [-1.30934, -3.76741, -1.85158], [2.67543, -2.03177, 0.72411], [-1.05468, -2.09392, 2.69301], [0.16777, -2.60846, 2.17244], [1.65755, 2.11712, -0.21653], [-1.79232, 1.81073, -3.58746], [1.93763, 1.08211, 1.75083], [-1.25854, -2.22599, 0.39334], [1.85482, 1.90474, 2.45840], [-0.03390, 1.11527, 6.31932], [-2.27168, 2.12385, 1.96622], [-1.19466, 1.31141, -2.93711], [1.80307, 1.19200, 0.33892], [3.70166, 0.46791, -3.95518], [-1.88777, 2.96649, 6.41776], [-0.01362, 2.09311, -2.53175], [0.74152, -3.17559, 0.05612], [-1.18201, -0.34553, -1.10745], [-0.17742, 0.63917, 4.20274], [0.02756, -0.32402, 1.12888], [-0.52569, 1.32959, 5.37403], [-0.11813, -0.34272, -1.42627], [2.50610, -0.19552, -4.25074], [1.27846, 0.35543, -3.85026], [2.33581, -1.00543, 0.84075], [-1.71030, -1.82804, -0.99074]], "e_lumo_ev": -4.12, "homo_energy_ev": -11.338, "gap_ha": 0.2652, "total_charge": 1}

=====

No. 2
{"formula": "C28H29N2", "method": "ωB97M-V/def2-TZVPD", "elements": ["H", "C", "H", "H", "C", "C", "C", "C", "H", "C", "H", "H", "C", "H", "H", "H", "C", "C", "C", "H", "C", "C", "H", "C", "C", "C", "H", "H", "H", "C", "H", "H", "C", "N", "H", "C", "H", "C", "C", "C", "C", "C", "C", "H", "H", "C", "C", "C", "H", "H", "H", "H", "H", "N", "H", "C", "H", "H", "H"], "xyz": [[4.05047, 0.38003, -0.26842], [-1.56767, -1.55982, 1.62721], [2.78686, 2.87014, 1.89733], [-5.25871, 3.38150, 0.70163], [-1.71523, -2.91577, 1.96890], [2.09899, -1.84205, 0.99467], [-1.39709, -3.92101, 1.04931], [-2.54917, 1.39016, 1.30447], [-1.43791, -4.96648, 1.35450], [4.02452, -0.33228, 1.79364], [1.84648, -2.87958, 0.72928], [3.69846, -2.37811, 2.32627], [-0.40971, -1.39240, -4.28960], [1.13227, -1.35873, -0.90063], [-2.07011, -3.17465, 2.96412], [-0.81934, -4.33898, -1.01291], [0.72645, 2.92867, 1.22846], [2.18037, 2.63231, 1.01417], [3.75918, 0.74404, 0.73188], [2.75177, -0.83379, -0.78636], [-0.68619, 0.59793, -2.90043], [-0.51404, -0.00239, -4.16561], [-0.48140, -3.29790, -3.23283], [-1.17968, -1.23444, 0.34111], [-3.14745, 1.34987, -1.04031], [-0.58067, -2.21696, -3.17729], [-1.88241, 1.12439, 2.12927], [-2.98597, 0.96084, -2.04473], [-4.77026, 2.61767, -1.63144], [-1.06606, -3.58767, -0.26564], [0.55153, 4.00463, 1.32235], [0.50777, 2.69746, -0.92083], [-2.29512, 0.95401, -0.00866], [0.10442, 0.91049, 0.11752], [-1.79073, -0.78610, 2.34990], [-0.91337, -1.62824, -1.95994], [-0.99814, 2.75151, -0.02721], [-3.65086, 2.20990, 1.56413], [-1.09148, -2.24469, -0.63548], [1.83195, -0.93206, -0.19349], [1.39030, 0.44328, 0.22486], [3.56246, -1.74193, 1.44788], [-4.16714, 2.27164, -0.79225], [-0.43025, 0.63453, -5.04625], [4.20152, -2.16065, 0.65951], [-0.87893, -0.22859, -1.80627], [-1.03583, 0.14489, -0.31649], [-4.43072, 2.69561, 0.50985], [4.37435, 1.62403, 0.95153], [-0.69479, 1.68385, -2.79578], [-0.20510, -1.83510, -5.25965], [2.55971, 3.22759, 0.16758], [3.57853, -0.02442, 2.74728], [2.35638, 1.21878, 0.71484], [-3.89762, 2.46685, 2.59611], [0.02375, 2.37250, 0.01517], [1.42415, -1.58944, 1.82254], [5.10862, -0.34974, 1.95296], [0.36791, 2.46488, 2.15824]], "e_lumo_ev": -2.50, "homo_energy_ev": -11.079, "smiles": "c1ccc(C2(N3CCC[N+]4=C3CCCCC4)c3ccccc3-c3ccccc32)cc1", "gap_ha": 0.3154, "total_charge": 1}

=====

No. 3
{"formula": "C28H29N4ReSSi", "method": "ωB97M-V/def2-TZVPD", "elements": ["H", "H", "C", "C", "C", "H", "H", "C", "C", "N", "C", "H", "H", "H", "C", "H", "N", "Re", "N", "C", "H", "C", "C", "H", "C", "C", "S", "H", "H", "H", "H", "H", "C", "C", "H", "H", "N", "C", "H", "C", "H", "H", "H", "C", "C", "H", "C", "C", "C", "H", "C", "H", "H", "H", "H", "C", "Si", "H", "C", "C", "C", "H", "C", "C"], "xyz": [[4.66773, 0.95236, -1.43616], [3.95053, -1.77986, -1.84366], [3.26398, 0.78793, 0.19090], [0.22855, -3.90008, -4.27139], [0.37243, 2.83616, -2.19728], [2.04908, 0.91046, 1.96717], [3.27099, -0.51189, -2.87093], [-0.90745, 3.43087, -2.32035], [1.82759, -1.87835, 0.65579], [-2.64056, -1.27626, 1.52285], [-5.27767, -2.76014, 4.43302], [5.91645, 2.82126, -0.44329], [2.10259, 2.70072, -0.89601], [1.27135, -2.70037, 0.20440], [-0.34436, -3.41264, -1.98407], [1.16877, 4.11208, 0.87513], [-1.53153, -1.54439, -0.37885], [0.15905, 0.74507, -1.22900], [-2.97815, -0.58534, 2.54133], [3.02510, -1.26818, -2.12430], [-3.71150, 0.76245, 4.64501], [0.11430, -2.55516, -4.59160], [-5.01922, -0.66151, 5.58214], [1.86479, 1.62288, -3.21948], [-0.00713, -4.32484, -2.97039], [4.35898, 1.34562, -0.47365], [-1.12717, 0.88182, 0.80274], [2.76292, -2.28238, 1.05113], [0.07289, -5.37434, -2.72092], [-4.17273, -2.97724, 2.59671], [-5.25344, -0.01155, 6.41378], [1.24970, -1.48791, 1.49528], [-3.86236, -1.07004, 3.52949], [4.68671, 2.92280, 1.31078], [-6.25637, -2.26764, 6.27679], [0.27665, -2.22030, -5.60711], [-0.73148, -1.09751, -1.28764], [3.60422, 2.37632, 1.99046], [-0.53185, -3.73457, -0.96995], [-0.21987, -1.63303, -3.61163], [-2.60437, 0.35776, 2.66064], [-1.49215, 3.23210, -3.21027], [-2.35360, 4.74267, -1.48201], [-4.41576, -2.34081, 3.43499], [-0.64639, 4.53269, -0.18446], [0.20599, 1.59824, -3.95185], [-0.43478, -2.06411, -2.31111], [-4.15475, -0.22528, 4.59247], [0.79585, 1.71835, -3.04704], [5.23669, 3.74883, 1.74230], [5.06691, 2.40420, 0.08167], [-1.04005, 5.20249, 0.56748], [-0.32858, -0.58688, -3.85990], [3.31463, 2.77130, 2.95601], [2.36734, -2.00036, -2.59400], [-1.38689, 4.27519, -1.34837], [2.22600, -0.55207, -0.59807], [-5.71766, -3.74628, 4.37453], [1.08428, 3.06316, -0.99635], [2.89895, 1.32165, 1.43243], [-1.79847, -0.72788, 0.64480], [0.49191, -4.61904, -5.03522], [0.57349, 3.92857, -0.00962], [-5.58109, -1.92775, 5.50370]], "s2": 3.935, "e_lumo_ev": [-4.23, -4.58], "multiplicity": 4, "homo_energy_ev": [-10.433, -10.917], "gap_ha": [0.2278, 0.2329], "total_charge": 1}